# C26H80O34P8

10 unconnected molecules or ions with the total composition C26H80O34P8 at a distorted geometry (ωB97M-V/def2-TZVPD, the Open Molecules 2025 dataset).

Structure (ORCA input):
```
! wB97M-V def2-TZVPD RIJCOSX def2/J DEFGRID3
* xyz 0 1
C 7.955 4.879 12.155
O 8.914 5.805 12.701
P 9.107 5.807 14.359
O 10.200 6.642 14.852
O 9.305 4.214 14.646
C 9.917 3.791 15.888
O 7.579 6.023 14.934
C 7.427 6.597 16.221
H 8.466 4.269 11.410
H 7.186 5.489 11.680
H 7.460 4.246 12.890
H 10.574 2.959 15.636
H 9.175 3.318 16.531
H 10.516 4.518 16.437
H 6.808 7.494 16.194
H 8.427 6.947 16.479
H 6.956 6.017 17.015
C 7.681 0.267 20.410
O 8.336 -0.660 19.548
P 9.789 -0.289 18.949
O 10.009 1.157 18.720
O 10.016 -1.228 17.624
C 9.149 -0.987 16.528
O 10.800 -0.935 20.018
C 12.292 -0.912 19.867
H 7.077 -0.329 21.095
H 6.960 0.793 19.784
H 8.294 1.019 20.907
H 9.498 -0.501 15.616
H 8.361 -0.291 16.815
H 8.791 -1.949 16.160
H 12.710 -1.838 19.474
H 12.844 -0.647 20.769
H 12.551 -0.112 19.173
C 3.174 1.375 17.428
O 4.230 1.129 16.520
P 5.788 1.074 16.953
O 6.271 2.279 17.667
O 6.619 0.635 15.584
C 7.226 1.681 14.798
O 5.894 -0.321 17.834
C 5.459 -1.572 17.376
H 2.547 0.483 17.394
H 2.676 2.286 17.097
H 3.509 1.546 18.451
H 6.883 2.666 15.115
H 7.010 1.494 13.746
H 8.311 1.612 14.880
H 6.359 -2.178 17.268
H 4.969 -1.440 16.411
H 4.694 -2.078 17.965
C 4.478 7.649 12.794
O 4.508 6.271 12.416
P 3.221 5.340 12.592
O 2.012 5.846 11.864
O 3.719 3.890 12.083
C 3.776 3.582 10.750
O 3.059 5.085 14.161
C 4.126 4.702 15.026
H 5.070 8.301 12.152
H 4.785 7.912 13.806
H 3.471 8.046 12.657
H 4.763 3.160 10.560
H 3.630 4.449 10.106
H 3.060 2.808 10.475
H 5.085 4.799 14.517
H 4.137 3.623 15.178
H 4.276 5.228 15.969
C -0.602 4.334 16.054
O -1.305 3.951 17.185
P -0.819 2.689 18.092
O -1.690 2.398 19.242
O -0.624 1.400 17.059
C -1.694 0.465 16.803
O 0.730 3.046 18.398
C 1.068 3.939 19.459
H -0.981 5.308 15.744
H -0.672 3.563 15.287
H 0.423 4.571 16.342
H -1.264 -0.520 16.985
H -1.965 0.439 15.748
H -2.591 0.663 17.391
H 1.350 3.432 20.382
H 0.229 4.549 19.795
H 1.774 4.710 19.150
C 9.588 4.990 25.854
O 8.754 5.963 25.292
P 7.115 5.857 25.386
O 6.689 5.165 26.665
O 6.617 7.355 25.176
C 7.089 8.455 26.025
O 6.686 5.078 24.003
C 7.051 5.589 22.704
H 9.091 4.023 25.785
H 9.885 5.138 26.892
H 10.510 4.936 25.275
H 6.230 8.601 26.680
H 7.240 9.421 25.543
H 7.920 8.143 26.656
H 6.183 5.451 22.059
H 7.894 5.007 22.333
H 7.331 6.641 22.638
C 7.632 8.255 19.478
O 8.907 7.940 19.035
P 9.840 6.889 19.832
O 9.404 6.615 21.240
O 9.735 5.556 18.972
C 8.745 4.593 19.173
O 11.368 7.427 19.489
C 11.670 7.762 18.192
H 7.179 7.826 20.372
H 6.975 7.988 18.651
H 7.399 9.313 19.595
H 8.235 4.315 18.251
H 8.111 5.006 19.958
H 9.207 3.660 19.495
H 12.073 8.753 17.979
H 10.790 7.856 17.556
H 12.404 7.050 17.815
C 1.456 1.349 25.637
O 2.297 2.442 25.711
P 1.885 3.876 25.105
O 0.593 4.361 25.666
O 3.227 4.757 25.313
C 3.260 6.119 24.887
O 1.889 3.668 23.487
C 3.096 3.215 22.912
H 0.717 1.431 24.840
H 0.907 1.282 26.577
H 1.994 0.405 25.544
H 2.285 6.540 25.131
H 3.628 6.381 23.894
H 3.926 6.644 25.571
H 3.748 4.071 22.739
H 2.860 2.672 21.997
H 3.690 2.502 23.482
C 4.894 4.988 19.398
O 5.313 3.944 20.230
H 4.476 5.832 19.945
H 5.751 5.330 18.817
H 4.154 4.649 18.673
H 5.673 3.222 19.710
C 5.171 9.019 22.116
O 4.676 8.395 20.954
H 4.480 9.774 22.489
H 5.096 8.250 22.885
H 6.215 9.334 22.121
H 3.958 7.814 21.216
*
```

As for the energy above the lowest of the compared OMol25 structures with the same formula, charge and spin: 103.1 kcal per mole. The value obtained for the strongest force on any atom is 4.2 eV Å⁻¹. As for the HOMO-LUMO gap: 10.47 eV. The value obtained for the LUMO energy is 0.0066 Ha. The SMILES is COP(=O)(OC)OC.COP(=O)(OC)OC.COP(=O)(OC)OC.COP(=O)(OC)OC.COP(=O)(OC)OC.COP(=O)(OC)OC.COP(=O)(OC)OC.COP(=O)(OC)OC.CO.CO. The calculation puts the calculated total energy at -6328.2042 Eh.

Mulliken atomic charge list, values in e, 8 entries: -0.2542 -0.4541 0.7098 -0.7311 -0.2886 -0.4331 0.1831 -0.8094

---

# C7H27NO5

6 unconnected molecules or ions with the total composition C7H27NO5 at a distorted geometry (ωB97M-V/def2-TZVPD, the Open Molecules 2025 dataset).

Structure (ORCA input):
```
! wB97M-V def2-TZVPD RIJCOSX def2/J DEFGRID3
* xyz 0 1
C -1.597 0.186 -0.551
C -2.653 -0.889 -0.707
C -0.842 -0.110 0.770
N 0.609 0.137 0.894
C 1.351 0.325 -0.355
C 1.166 1.666 -1.087
C 0.932 0.942 2.046
C 0.223 2.257 2.383
H -0.881 -0.043 -1.341
H -1.889 1.229 -0.581
H -3.332 -0.717 -1.546
H -2.236 -1.882 -0.887
H -3.278 -1.143 0.142
H -1.377 0.493 1.508
H -1.022 -1.136 1.076
H 1.068 -0.514 -0.967
H 2.391 0.321 -0.013
H 1.125 1.533 -2.151
H 0.300 2.193 -0.684
H 1.940 2.407 -0.887
H 0.628 0.330 2.893
H 2.011 0.976 2.207
H -0.607 2.248 3.092
H -0.237 2.750 1.519
H 0.980 2.886 2.851
H 2.049 -1.468 2.007
H 3.108 -1.657 3.027
O 2.823 -2.025 2.183
H 1.589 3.900 -2.281
H 0.980 3.518 -3.643
O 1.655 4.063 -3.224
H 0.025 0.782 -3.305
H -1.272 0.864 -4.080
O -0.579 1.419 -3.703
H -0.708 -4.324 2.012
H 0.164 -3.088 1.871
O -0.728 -3.370 2.116
H -2.645 -3.233 0.390
H -2.362 -4.628 0.428
O -2.274 -3.901 -0.204
*
```

As for the energy above the lowest of the compared OMol25 structures with the same formula, charge and spin: 59.9 kcal per mole. The value obtained for the strongest force on any atom is 2.2 eV Å⁻¹. As for the HOMO-LUMO gap: 8.88 eV. The value obtained for the LUMO energy is 0.0164 Ha. The SMILES is CCCN(CC)CC.O.O.O.O.O. The calculation puts the calculated total energy at -713.7796 Eh.

natural (NBO) atomic charge list, values in e, 8 entries: -0.4130 -0.6222 -0.2228 -0.4734 -0.2165 -0.6450 -0.2320 -0.6500

---

# C2H4N2

C2H4N2 in the gas phase at a distorted geometry (ωB97M-V/def2-TZVPD, the Open Molecules 2025 dataset).

Structure (ORCA input):
```
! wB97M-V def2-TZVPD RIJCOSX def2/J DEFGRID3
* xyz 0 1
C 0.006 -0.118 -1.556
C 0.495 -0.555 1.281
H -0.712 0.038 -2.266
H 1.026 -0.377 -1.552
H 0.048 -1.535 0.967
H 0.944 -0.492 2.312
N -0.633 0.371 -0.476
N 0.018 0.544 0.788
*
```

As for the energy above the lowest of the compared OMol25 structures with the same formula, charge and spin: 69.6 kcal per mole. The value obtained for the strongest force on any atom is 7.1 eV Å⁻¹. As for the HOMO-LUMO gap: 10.62 eV. The value obtained for the LUMO energy is 0.0253 Ha. The SMILES is C=NN=C. The calculation puts the calculated total energy at -188.0074 Eh.

natural (NBO) analysis output, partial charges in e: -0.1544 -0.1450 0.2097 0.1844 0.1749 0.1916 -0.2390 -0.2223

---

# C34H89B2N6O14

7 unconnected molecules or ions with the total composition C34H89B2N6O14 at a distorted geometry (ωB97M-V/def2-TZVPD, the Open Molecules 2025 dataset).

Structure (ORCA input):
```
! wB97M-V def2-TZVPD RIJCOSX def2/J DEFGRID3
* xyz -1 1
C 2.354 -3.453 1.860
C 1.711 -2.151 2.348
O 2.348 -1.052 1.717
C 1.473 0.013 1.394
C 0.988 -0.062 -0.084
O 1.842 -0.869 -0.863
C 1.125 -1.629 -1.811
C 0.255 -2.701 -1.178
O -1.076 -2.480 -1.595
C -2.001 -3.411 -1.044
C -2.585 -2.917 0.281
C -1.896 -3.631 1.475
O -2.413 -1.529 0.487
B -3.515 -1.082 1.374
O -2.963 -0.625 2.669
O -4.370 -2.308 1.548
C -4.101 -3.036 0.372
B -4.882 -2.328 -0.809
O -4.270 -1.517 -1.757
O -6.235 -2.520 -0.973
H 1.582 -4.177 1.633
H 2.892 -3.244 0.942
H 3.043 -3.862 2.585
H 0.658 -2.173 2.091
H 1.837 -2.093 3.427
H 0.618 0.009 2.059
H 2.068 0.915 1.504
H 0.960 0.956 -0.474
H -0.040 -0.427 -0.081
H 1.864 -2.118 -2.439
H 0.517 -1.021 -2.479
H 0.274 -2.564 -0.097
H 0.597 -3.715 -1.396
H -2.754 -3.576 -1.811
H -1.506 -4.368 -0.898
H -2.579 -4.357 1.911
H -1.010 -4.178 1.162
H -1.587 -2.910 2.215
H -4.174 -0.118 0.935
H -3.611 -0.028 3.075
H -4.381 -4.100 0.388
H -4.014 -0.678 -1.329
H -6.407 -2.343 -1.915
C -5.426 -1.521 5.116
C -6.115 -0.158 5.133
C -7.498 -0.166 5.798
O -8.536 -0.723 5.008
C -8.618 -2.135 5.029
N -6.154 0.351 3.765
H -5.845 -2.183 4.359
H -4.370 -1.407 4.876
H -5.505 -2.013 6.091
H -5.487 0.518 5.723
H -7.796 0.870 5.977
H -7.462 -0.662 6.780
H -8.347 -2.537 6.010
H -7.982 -2.583 4.262
H -9.651 -2.407 4.812
H -6.513 1.303 3.769
H -6.862 -0.175 3.258
C 5.785 -1.131 -6.952
C 5.656 -1.883 -5.631
C 4.207 -2.151 -5.198
O 3.550 -1.022 -4.661
C 2.973 -0.149 -5.612
N 6.391 -1.166 -4.586
H 5.555 -0.071 -6.846
H 6.803 -1.196 -7.328
H 5.120 -1.551 -7.710
H 6.133 -2.859 -5.766
H 4.234 -2.883 -4.386
H 3.613 -2.594 -6.009
H 2.581 -0.696 -6.475
H 3.689 0.605 -5.949
H 2.148 0.367 -5.122
H 6.384 -1.728 -3.738
H 5.843 -0.347 -4.337
C 9.174 1.285 0.648
C 9.595 0.260 -0.400
C 8.566 0.058 -1.522
O 7.446 -0.724 -1.161
C 6.410 -0.025 -0.486
N 9.933 -0.998 0.273
H 8.422 0.887 1.328
H 10.032 1.576 1.253
H 8.770 2.184 0.180
H 10.506 0.637 -0.876
H 9.053 -0.492 -2.332
H 8.243 1.019 -1.943
H 6.315 1.001 -0.853
H 6.573 -0.017 0.594
H 5.475 -0.551 -0.676
H 10.316 -1.647 -0.408
H 9.061 -1.431 0.567
C 9.914 -0.272 -11.800
C 9.774 -1.017 -10.476
C 8.318 -1.260 -10.054
O 7.659 -0.128 -9.525
C 7.115 0.760 -10.482
N 10.538 -0.307 -9.447
H 9.705 0.792 -11.693
H 10.934 -0.362 -12.173
H 9.241 -0.680 -12.557
H 10.230 -2.003 -10.608
H 8.321 -1.995 -9.244
H 7.731 -1.693 -10.876
H 6.744 0.225 -11.361
H 7.845 1.512 -10.791
H 6.280 1.278 -10.011
H 10.539 -0.856 -8.592
H 10.020 0.532 -9.202
C -1.531 3.347 3.530
C -2.632 2.803 2.624
C -2.825 3.610 1.335
O -3.514 4.844 1.494
C -2.715 5.924 1.924
N -3.870 2.683 3.397
H -1.845 4.242 4.070
H -1.263 2.599 4.276
H -0.632 3.589 2.958
H -2.338 1.794 2.321
H -3.446 3.017 0.660
H -1.866 3.778 0.826
H -1.703 5.866 1.511
H -2.661 5.973 3.015
H -3.183 6.844 1.569
H -4.565 2.210 2.825
H -4.247 3.617 3.541
C -11.126 4.237 9.015
C -10.687 4.304 7.555
C -10.058 3.002 7.037
O -8.728 2.780 7.461
C -8.591 2.202 8.744
N -9.801 5.458 7.378
H -10.280 4.303 9.698
H -11.790 5.069 9.245
H -11.663 3.309 9.224
H -11.584 4.478 6.954
H -10.005 3.064 5.947
H -10.684 2.133 7.276
H -9.400 1.497 8.956
H -8.552 2.965 9.525
H -7.645 1.660 8.759
H -9.594 5.570 6.389
H -8.904 5.222 7.793
*
```

The value obtained for the strongest force on any atom is 1.3 eV Å⁻¹. As for the HOMO-LUMO gap: 6.80 eV. The value obtained for the LUMO energy is 0.0686 Ha. The calculation puts the calculated total energy at -2780.4971 Eh.

Mulliken atomic charge list, values in e, 8 entries: -1.2678 0.7497 -0.4793 -0.6663 -0.1523 -0.2475 -0.3059 0.5904

---

# C6H15NO

2 unconnected molecules or ions with the total composition C6H15NO at a distorted geometry (ωB97M-V/def2-TZVPD, the Open Molecules 2025 dataset).

Structure (ORCA input):
```
! wB97M-V def2-TZVPD RIJCOSX def2/J DEFGRID3
* xyz 0 1
C 1.776 -0.028 -0.733
N 3.071 -0.335 -0.141
C 1.493 -0.112 0.726
C 1.402 -1.439 1.275
O 1.638 1.211 -1.373
H 2.076 1.887 -0.838
H 1.340 -0.779 -1.393
H 2.418 -1.729 0.652
H 3.784 0.316 -0.478
H 1.398 0.795 1.312
H 0.619 -2.051 0.828
H 1.502 -1.532 2.351
C -1.835 0.910 -0.337
C -2.420 0.529 1.022
C -1.837 -0.260 -1.319
H -2.404 1.743 -0.759
H -0.812 1.272 -0.207
H -1.850 -0.288 1.469
H -1.303 -1.118 -0.905
H -2.857 -0.583 -1.535
H -2.397 1.372 1.715
H -3.460 0.213 0.921
H -1.342 0.008 -2.253
*
```

As for the energy above the lowest of the compared OMol25 structures with the same formula, charge and spin: 94.2 kcal per mole. The value obtained for the strongest force on any atom is 3.1 eV Å⁻¹. As for the HOMO-LUMO gap: 10.28 eV. The value obtained for the LUMO energy is 0.0328 Ha. The SMILES is C[C@H]1N[C@@H]1O.CCC. The calculation puts the calculated total energy at -367.4813 Eh.

natural (NBO) atomic charge list, values in e, 8 entries: 0.1894 -0.7307 -0.0132 -0.7307 -0.7006 0.4659 0.1689 0.3214

---

# C24H36N4PPdSb

A molecular structure, C24H36N4PPdSb (ωB97M-V/def2-TZVPD, the Open Molecules 2025 dataset).

Structure (ORCA input):
```
! wB97M-V def2-TZVPD RIJCOSX def2/J DEFGRID3
* xyz 2 1
Pd 0.299 0.659 0.134
N -2.499 1.101 -0.881
P -1.267 -0.006 -1.213
C -1.196 -0.241 -2.981
C -0.596 0.769 -3.744
C -0.584 0.669 -5.123
C -1.160 -0.438 -5.742
C -1.755 -1.438 -4.987
C -1.781 -1.342 -3.602
C -1.689 -1.534 -0.383
C -0.962 -2.701 -0.651
C -1.189 -3.847 0.087
C -2.135 -3.840 1.109
C -2.857 -2.687 1.384
C -2.635 -1.534 0.642
C -2.242 2.243 -0.126
C -3.168 3.276 -0.025
C -2.795 4.425 0.639
C -1.510 4.532 1.163
C -0.667 3.455 1.054
N -1.031 2.300 0.462
H -3.335 1.109 -1.449
H -0.144 1.626 -3.258
H -0.127 1.446 -5.721
H -1.146 -0.516 -6.821
H -2.207 -2.292 -5.474
H -2.255 -2.117 -3.012
H -0.233 -2.711 -1.450
H -0.640 -4.753 -0.137
H -2.316 -4.741 1.681
H -3.601 -2.686 2.168
H -3.207 -0.640 0.856
H -4.144 3.175 -0.479
H -3.492 5.248 0.726
H -1.168 5.437 1.645
H 0.345 3.502 1.421
C 2.371 -2.574 -1.107
Sb 2.214 -0.457 -1.138
C 2.695 -0.083 -3.174
C 3.992 0.200 -0.159
H 3.423 -2.854 -1.164
H 1.859 -2.986 -1.976
H 1.936 -2.958 -0.191
H 3.683 -0.513 -3.338
H 2.724 0.982 -3.392
H 1.967 -0.567 -3.820
H 4.833 0.020 -0.827
H 4.160 -0.369 0.754
H 3.944 1.266 0.058
C 1.932 -0.232 4.428
C 1.091 0.586 3.447
C 1.336 2.063 3.714
C -0.387 0.248 3.571
N 1.529 0.299 2.019
N 1.692 -1.114 1.761
H 1.700 0.088 5.443
H 3.002 -0.066 4.270
H 1.728 -1.301 4.376
H 1.081 2.291 4.748
H 0.715 2.690 3.082
H 2.386 2.329 3.569
H -0.723 0.462 4.586
H -0.596 -0.808 3.384
H -0.983 0.848 2.881
H 2.460 0.696 1.916
H 0.854 -1.585 2.085
H 2.472 -1.510 2.282
*
```

As for the energy above the lowest of the compared OMol25 structures with the same formula, charge and spin: 0.0 kcal per mole. The value obtained for the strongest force on any atom is 0.7 eV Å⁻¹. As for the HOMO-LUMO gap: 7.97 eV. The value obtained for the LUMO energy is -0.2417 Ha. The calculation puts the calculated total energy at -1864.1520 Eh.

natural (NBO) atomic charge list, values in e, 8 entries: 0.4024 -0.9254 1.4372 -0.4872 -0.1881 -0.1889 -0.1494 -0.2130

---

# C12H25F3InNO5P2S

A molecular structure, C12H25F3InNO5P2S at a distorted geometry (ωB97M-V/def2-TZVPD, the Open Molecules 2025 dataset).

Structure (ORCA input):
```
! wB97M-V def2-TZVPD RIJCOSX def2/J DEFGRID3
* xyz 0 1
C -0.722 0.810 -3.943
C -0.893 0.400 -2.601
N -0.021 0.873 -1.652
C 0.772 1.917 -1.921
C 0.831 2.469 -3.211
C 0.099 1.888 -4.247
C -1.804 -0.673 -2.218
P -2.308 -0.596 -0.524
In 0.623 -0.492 1.729
P 1.945 1.351 0.631
C 1.609 2.533 -0.786
O -0.404 -2.991 -2.584
O 0.136 -3.268 -0.269
H -1.372 0.353 -4.690
H 1.492 3.333 -3.356
H 0.125 2.318 -5.249
C -3.763 0.466 -0.428
C -2.703 -2.226 0.152
H 2.591 2.879 -1.189
H 1.029 3.384 -0.353
H -0.999 -2.219 -2.489
H -2.520 -0.954 -3.015
C 2.408 2.529 1.943
C 3.535 0.612 0.101
H 0.979 -2.367 0.201
H 0.579 -4.095 -0.016
H 0.033 -3.222 -1.293
H 0.243 -2.809 -3.293
H -1.322 0.011 0.336
H 1.507 -1.699 0.556
H -4.580 -0.005 -1.009
H -4.007 0.571 0.647
H -3.478 1.436 -0.873
H -3.528 -2.667 -0.440
H -1.837 -2.903 0.126
H -3.005 -2.109 1.206
H 4.298 1.401 0.080
H 3.769 -0.167 0.832
H 3.383 0.150 -0.881
H 3.412 2.916 1.709
H 1.662 3.336 1.981
H 2.423 1.982 2.896
F 0.311 0.694 6.025
C 0.606 -0.382 5.269
F 1.734 -0.087 4.522
F 0.909 -1.431 6.070
S -0.775 -0.760 4.092
O -1.946 -0.987 4.909
O -0.804 0.421 3.185
O -0.255 -1.922 3.329
*
```

As for the energy above the lowest of the compared OMol25 structures with the same formula, charge and spin: 22.3 kcal per mole. The value obtained for the strongest force on any atom is 2.9 eV Å⁻¹. As for the HOMO-LUMO gap (spin up / spin down): 5.52 / 5.52 eV. The value obtained for the LUMO energy (spin up / spin down) is 0.0109 / 0.0104 Ha. The calculation puts the calculated total energy at -2473.6514 Eh.

natural (NBO) atomic charge list, values in e, 8 entries: -0.3015 0.2421 -0.5393 0.2350 -0.3173 -0.1502 -1.0032 1.3402